No. 1
{"formula": "C5H9N", "method": "the ωB97M-V functional and the def2-TZVPD basis", "elements": ["H", "N", "C", "C", "C", "C", "C", "H", "H", "H", "H", "H", "H", "H", "H"], "positions_angstrom": [[-1.492, -0.769, -1.256], [-1.501, -1.818, -1.343], [-0.351, -1.583, -0.874], [0.978, -1.681, -0.392], [0.362, -0.260, -0.491], [0.157, 0.515, 0.814], [-0.494, 1.893, 0.659], [1.095, -2.049, 0.618], [1.755, -1.919, -1.102], [0.778, 0.352, -1.302], [-0.444, -0.088, 1.508], [1.140, 0.646, 1.290], [-1.500, 1.820, 0.230], [-0.584, 2.395, 1.631], [0.100, 2.546, 0.009]], "mol_weight_g_mol": 83.13, "homo_lumo_gap_ev": 9.99, "e_homo_ha": -0.3287, "relative_energy_kj_mol": 305.5, "max_force_ha_per_bohr": 0.069, "smiles": "[H]/N=C1/C[C@@H]1CC", "lumo_ha": 0.0383, "energy_ha": -250.55060}

=====

No. 2
{"formula": "C5H9N", "method": "the ωB97M-V functional and the def2-TZVPD basis", "elements": ["C", "C", "C", "C", "N", "C", "H", "H", "H", "H", "H", "H", "H", "H", "H"], "positions_angstrom": [[-1.689, -1.683, 0.645], [-0.423, -0.897, 1.016], [0.003, 0.064, -0.008], [1.326, 0.225, -0.438], [1.774, 1.168, -1.279], [1.415, 2.380, -1.351], [-2.270, -1.248, -0.160], [-2.288, -1.867, 1.530], [-1.468, -2.665, 0.219], [0.430, -1.511, 1.283], [-0.710, -0.227, 1.828], [-0.705, 0.789, -0.390], [2.070, -0.498, -0.123], [1.708, 3.046, -2.163], [0.828, 2.924, -0.609]], "mol_weight_g_mol": 83.13, "total_charge": 1, "homo_lumo_gap_ev": [9.66, 8.15], "spin_multiplicity": 2, "e_homo_ha": [-0.5480, -0.5891], "relative_energy_kj_mol": 167.1, "max_force_ha_per_bohr": 0.026, "lumo_ha": [-0.1931, -0.2897], "energy_ha": -250.30494}

=====

No. 3
{"formula": "C5H9N2", "method": "the ωB97M-V functional and the def2-TZVPD basis", "elements": ["C", "C", "C", "C", "C", "N", "N", "H", "H", "H", "H", "H", "H", "H", "H", "H"], "positions_angstrom": [[-1.715, -0.176, 0.185], [1.833, 0.252, 0.843], [2.465, -0.517, -0.170], [-0.801, -1.128, -0.217], [-2.785, 0.676, -0.155], [-1.099, -0.936, 1.091], [1.313, 0.188, -0.461], [1.220, -0.082, 1.705], [2.287, 1.187, 1.137], [3.428, -0.266, -0.577], [2.141, -1.503, -0.370], [-0.429, -1.596, -1.107], [-3.468, 0.800, 0.621], [-3.257, 0.502, -1.081], [-2.287, 1.581, -0.393], [1.154, 1.017, -1.051]], "mol_weight_g_mol": 97.14, "total_charge": 1, "homo_lumo_gap_ev": 9.22, "e_homo_ha": -0.5147, "relative_energy_kj_mol": 646.3, "max_force_ha_per_bohr": 0.109, "lumo_ha": -0.1757, "energy_ha": -304.98387}

=====

No. 4
{"formula": "C5H9N2", "method": "the ωB97M-V functional and the def2-TZVPD basis", "elements": ["C", "C", "C", "C", "C", "N", "N", "H", "H", "H", "H", "H", "H", "H", "H", "H"], "positions_angstrom": [[0.924, 0.182, 1.095], [-1.819, 1.066, -0.711], [-1.230, 0.063, -0.133], [-3.070, 0.838, -1.477], [2.798, -0.601, 1.567], [-0.058, 0.118, 0.546], [3.145, -1.349, 0.559], [-1.413, 2.020, -0.760], [-1.523, -0.946, -0.091], [-3.321, -0.213, -1.576], [-3.795, 1.611, -1.081], [-2.626, 1.128, -2.362], [2.334, -1.017, 2.468], [3.393, 0.421, 1.734], [2.973, -2.320, 0.588], [3.285, -1.001, -0.367]], "mol_weight_g_mol": 97.14, "total_charge": 1, "homo_lumo_gap_ev": 9.75, "e_homo_ha": -0.5040, "relative_energy_kj_mol": 447.3, "max_force_ha_per_bohr": 0.074, "lumo_ha": -0.1456, "energy_ha": -305.05968}

=====

No. 5
{"formula": "C5H9N2", "method": "the ωB97M-V functional and the def2-TZVPD basis", "elements": ["C", "C", "C", "C", "C", "N", "N", "H", "H", "H", "H", "H", "H", "H", "H", "H"], "positions_angstrom": [[2.340, -0.192, 0.204], [2.550, 0.776, -0.853], [-1.269, -0.784, 1.553], [-0.774, 0.599, 1.103], [-1.891, -0.208, -1.121], [-1.477, -0.079, 0.293], [1.388, 0.637, 0.191], [2.607, -1.090, 0.753], [3.376, 1.526, -0.921], [2.280, 0.567, -1.957], [-0.619, -1.635, 1.692], [-2.089, -0.847, 2.170], [-0.261, 1.581, 1.261], [-2.806, -0.830, -1.112], [-2.247, 0.782, -1.425], [-1.108, -0.802, -1.832]], "mol_weight_g_mol": 97.14, "total_charge": 1, "homo_lumo_gap_ev": 10.26, "e_homo_ha": -0.5271, "relative_energy_kj_mol": 679.7, "max_force_ha_per_bohr": 0.062, "lumo_ha": -0.1500, "energy_ha": -304.97115}

=====

No. 6
{"formula": "C5H9N2", "method": "the ωB97M-V functional and the def2-TZVPD basis", "elements": ["C", "C", "C", "C", "N", "C", "N", "H", "H", "H", "H", "H", "H", "H", "H", "H"], "positions_angstrom": [[-1.187, 0.091, 0.759], [0.286, 0.070, 0.414], [0.909, -1.327, 0.165], [1.373, -1.205, -1.192], [1.178, -0.101, -1.768], [0.470, 0.715, -0.961], [-0.058, 1.824, -1.413], [-1.394, -0.467, 1.611], [-1.914, -0.202, 0.064], [-1.376, 1.202, 0.998], [0.738, 0.544, 1.305], [0.175, -2.204, 0.524], [1.890, -1.164, 0.727], [1.889, -1.974, -1.703], [-0.405, 2.599, -0.901], [0.109, 1.999, -2.378]], "mol_weight_g_mol": 97.14, "total_charge": 1, "homo_lumo_gap_ev": 10.36, "e_homo_ha": -0.5706, "relative_energy_kj_mol": 215.0, "max_force_ha_per_bohr": 0.067, "smiles": "C[C@H]1CC=NC1=[NH2+]", "lumo_ha": -0.1900, "energy_ha": -305.14815}

=====

No. 7
{"formula": "C5H9N2", "method": "the ωB97M-V functional and the def2-TZVPD basis", "elements": ["C", "C", "C", "C", "C", "N", "N", "H", "H", "H", "H", "H", "H", "H", "H", "H"], "positions_angstrom": [[1.244, -1.089, 0.041], [-1.755, 0.298, -0.719], [0.955, 1.357, 0.006], [-0.897, 0.785, 0.519], [-1.125, -0.676, 0.286], [0.025, -1.530, 0.048], [1.690, 0.108, -0.097], [2.010, -1.793, 0.154], [-2.820, 0.430, -0.810], [-1.356, 0.551, -1.683], [0.847, 1.824, -0.884], [1.493, 1.985, 0.776], [-1.180, 1.329, 1.465], [-1.792, -1.150, 0.932], [-0.047, -2.581, 0.051], [2.708, 0.154, -0.085]], "mol_weight_g_mol": 97.14, "total_charge": 1, "homo_lumo_gap_ev": 11.18, "e_homo_ha": -0.5318, "relative_energy_kj_mol": 360.3, "max_force_ha_per_bohr": 0.109, "lumo_ha": -0.1210, "energy_ha": -305.09282}

=====

No. 8
{"formula": "C5H9N2", "method": "the ωB97M-V functional and the def2-TZVPD basis", "elements": ["C", "C", "C", "C", "C", "N", "N", "H", "H", "H", "H", "H", "H", "H", "H", "H"], "positions_angstrom": [[1.914, 0.145, -0.234], [0.733, 0.777, -0.249], [0.599, -1.666, 0.050], [0.109, 2.070, -0.125], [-1.848, -0.772, 0.214], [1.828, -1.166, -0.142], [-0.434, -0.755, 0.041], [2.670, 0.830, -0.570], [0.538, -2.707, -0.348], [0.731, -1.999, 1.131], [-1.022, 2.283, -0.451], [0.486, 2.766, -0.894], [0.173, 2.440, 0.902], [-2.137, -0.142, 0.978], [-2.073, -1.841, 0.404], [-2.267, -0.263, -0.709]], "mol_weight_g_mol": 97.14, "total_charge": 1, "homo_lumo_gap_ev": [7.67, 8.70], "e_homo_ha": [-0.5133, -0.5421], "relative_energy_kj_mol": 672.3, "max_force_ha_per_bohr": 0.126, "lumo_ha": [-0.2314, -0.2225], "energy_ha": -304.97396}

=====

No. 9
{"formula": "C5H9N2", "method": "the ωB97M-V functional and the def2-TZVPD basis", "elements": ["C", "C", "C", "C", "C", "N", "N", "H", "H", "H", "H", "H", "H", "H", "H", "H"], "positions_angstrom": [[0.987, 0.868, 1.594], [-1.030, 0.951, -0.498], [0.391, 0.825, -0.887], [-0.157, -0.263, -0.043], [-0.432, -1.586, -0.709], [1.445, 1.554, 0.587], [0.261, -0.216, 1.311], [1.297, 1.200, 2.614], [-1.124, 1.611, 0.405], [-1.751, 0.724, -1.160], [0.795, 1.009, -1.892], [0.184, -2.419, -0.347], [-0.169, -1.428, -1.739], [-1.557, -1.665, -0.751], [1.939, 2.357, 0.495], [-0.175, -0.886, 1.827]], "mol_weight_g_mol": 97.14, "total_charge": 1, "homo_lumo_gap_ev": 10.08, "e_homo_ha": -0.5206, "relative_energy_kj_mol": 415.0, "max_force_ha_per_bohr": 0.142, "lumo_ha": -0.1501, "energy_ha": -305.07198}

=====

No. 10
{"formula": "C5H9N2", "method": "the ωB97M-V functional and the def2-TZVPD basis", "elements": ["C", "C", "C", "C", "C", "N", "N", "H", "H", "H", "H", "H", "H", "H", "H", "H"], "positions_angstrom": [[-1.845, 0.711, -0.256], [-1.189, -0.358, 0.359], [-0.803, 1.437, -0.969], [0.253, -0.162, -0.034], [1.023, 0.290, 1.438], [0.342, 0.885, -1.013], [0.951, -1.306, -0.757], [-2.861, 0.940, -0.190], [-1.580, -0.998, 1.039], [-0.959, 2.143, -1.752], [0.744, -0.493, 2.080], [0.418, 1.165, 1.426], [2.035, 0.194, 1.244], [0.663, -1.193, -1.699], [0.901, -2.245, -0.406], [1.907, -1.011, -0.509]], "mol_weight_g_mol": 97.14, "total_charge": 1, "homo_lumo_gap_ev": [7.77, 7.95], "spin_multiplicity": 3, "e_homo_ha": [-0.4093, -0.5578], "relative_energy_kj_mol": 118.7, "max_force_ha_per_bohr": 0.107, "lumo_ha": [-0.1239, -0.2658], "energy_ha": -304.97987}

=====

No. 11
{"formula": "C5H9N2", "method": "the ωB97M-V functional and the def2-TZVPD basis", "elements": ["C", "C", "C", "C", "C", "N", "N", "H", "H", "H", "H", "H", "H", "H", "H", "H"], "positions_angstrom": [[0.967, 0.083, 1.101], [-1.277, 0.043, 0.226], [0.637, -1.329, 0.993], [-0.290, -0.188, -0.932], [0.087, 1.178, -1.626], [-0.467, -0.226, 1.381], [0.924, -0.592, -0.201], [1.606, 0.769, 1.635], [-1.484, 1.027, 0.276], [-2.155, -0.544, -0.015], [2.249, -3.410, 1.668], [-0.628, -0.950, -1.503], [0.959, 1.568, -1.228], [-0.670, 1.818, -1.403], [0.261, 1.083, -2.708], [-0.720, -0.329, 2.336]], "mol_weight_g_mol": 97.14, "total_charge": 1, "homo_lumo_gap_ev": [11.05, 8.10], "spin_multiplicity": 3, "e_homo_ha": [-0.5199, -0.5878], "relative_energy_kj_mol": 528.7, "max_force_ha_per_bohr": 0.090, "lumo_ha": [-0.1138, -0.2901], "energy_ha": -304.82374}

=====

No. 12
{"formula": "C5H9N2", "method": "the ωB97M-V functional and the def2-TZVPD basis", "elements": ["C", "C", "C", "C", "C", "N", "N", "H", "H", "H", "H", "H", "H", "H", "H", "H"], "positions_angstrom": [[2.245, -0.288, 0.606], [0.920, -0.255, -1.292], [0.510, -0.966, -0.125], [-1.984, -2.053, 0.143], [0.385, 1.764, 0.266], [1.749, -1.447, 0.578], [1.033, 0.456, 0.008], [3.256, 0.162, 0.792], [1.732, -0.751, -1.746], [0.309, 0.340, -2.033], [-1.701, -2.670, 1.039], [-1.897, -2.314, -0.923], [-2.341, -1.037, 0.331], [-0.307, 2.167, -0.461], [-0.163, 1.681, 1.157], [1.159, 2.483, 0.479]], "mol_weight_g_mol": 97.14, "total_charge": 1, "homo_lumo_gap_ev": [7.48, 8.89], "spin_multiplicity": 3, "e_homo_ha": [-0.4374, -0.5928], "relative_energy_kj_mol": 491.5, "max_force_ha_per_bohr": 0.074, "lumo_ha": [-0.1624, -0.2661], "energy_ha": -304.83789}

=====

Q: Number 2 is which compound?
A: C5H9N

=====

What did the seventh record say?
{"formula": "C5H9N2", "method": "the ωB97M-V functional and the def2-TZVPD basis", "elements": ["C", "C", "C", "C", "C", "N", "N", "H", "H", "H", "H", "H", "H", "H", "H", "H"], "positions_angstrom": [[1.244, -1.089, 0.041], [-1.755, 0.298, -0.719], [0.955, 1.357, 0.006], [-0.897, 0.785, 0.519], [-1.125, -0.676, 0.286], [0.025, -1.530, 0.048], [1.690, 0.108, -0.097], [2.010, -1.793, 0.154], [-2.820, 0.430, -0.810], [-1.356, 0.551, -1.683], [0.847, 1.824, -0.884], [1.493, 1.985, 0.776], [-1.180, 1.329, 1.465], [-1.792, -1.150, 0.932], [-0.047, -2.581, 0.051], [2.708, 0.154, -0.085]], "mol_weight_g_mol": 97.14, "total_charge": 1, "homo_lumo_gap_ev": 11.18, "e_homo_ha": -0.5318, "relative_energy_kj_mol": 360.3, "max_force_ha_per_bohr": 0.109, "lumo_ha": -0.1210, "energy_ha": -305.09282}